ORCA calculation (ωB97M-V with the def2-TZVPD basis set) on the molecule C5H11NOS in a non-equilibrium geometry.

Summary:
Frontier orbital gap in eV: 8.54
Energy relative to the best compared isomer or geometry (same formula, charge and spin) in eV: 3.550
Net charge: 0
Electronic energy in eV: -19733.54574

XYZ file:
```
19
C5H11NOS, DFT ωB97M-V with the def2-TZVPD basis set
C -1.681 -0.015 1.382
C -1.238 1.038 0.395
C 0.188 0.720 -0.065
C 2.445 -0.403 0.907
C -0.537 -0.640 -1.954
H -1.519 -1.029 0.933
H -2.784 0.047 1.539
H -1.153 0.061 2.353
H -1.864 1.020 -0.504
H -1.166 1.996 0.866
H 3.261 -0.270 1.591
H 2.836 -0.564 -0.098
H 1.903 -1.234 1.307
H 0.035 -1.569 -2.289
H -0.974 -0.168 -2.842
H -1.282 -0.942 -1.231
N 0.455 0.280 -1.283
O 1.531 0.508 -1.908
S 1.545 1.164 0.903
```

Results of the Löwdin charge analysis, in e, for atoms 1 through 5: -0.119, -0.247, -0.578, -0.370, 0.020